This record from the Open Molecules 2025 dataset describes a cluster of 2 separate species, C9H17N3O in total at a distorted geometry. The level of theory is wB97M-V/def2-TZVPD.

Computed properties:
Total energy: -16123.4946 eV
Highest occupied orbital energy: -8.2 eV
Relative energy (zero: lowest compared OMol25 entry of this formula, charge and spin): 70.5 kcal/mol
SMILES: CCN(C)C(C)=O.Cc1c[nH]cn1
Charge: 0
LUMO: 0.761 eV

Cartesian coordinates (Å):
C  -1.0799  0.0229  -1.0952
C  0.0644  -0.6987  -1.9565
N  0.0855  -2.0611  -1.7012
C  -0.0390  -3.1837  -2.5157
C  0.4920  -2.3945  -0.4095
C  1.2362  -1.3216  0.3605
O  0.5994  -3.5148  0.0115
H  -1.1708  -0.6371  -0.2314
H  -2.1894  -0.1247  -1.3982
H  -0.9085  0.9706  -0.7529
H  -0.1982  -0.3553  -2.8951
H  0.9609  -0.0836  -1.6411
H  -0.3861  -3.9236  -1.7633
H  -0.8018  -3.2282  -3.3257
H  0.9275  -3.4513  -2.8737
H  0.5934  -0.6049  0.7417
H  1.8847  -1.7247  1.1962
H  2.0182  -0.8013  -0.1439
C  -1.6234  3.2945  1.0882
C  -0.3610  2.8274  1.6656
C  -0.1957  1.9277  2.7906
N  0.7762  1.0393  2.4544
C  1.4270  1.6948  1.2942
N  0.7037  2.6421  0.8266
H  -2.1616  3.7283  1.9005
H  -2.2821  2.4963  0.6562
H  -1.2220  4.0068  0.3240
H  -0.8846  1.8261  3.5284
H  1.2935  0.3395  2.9566
H  2.4417  1.2928  0.9080

=====

This record from the Open Molecules 2025 dataset describes a structure of composition C9H17N3O11P2Sc at a distorted geometry. The level of theory is wB97M-V/def2-TZVPD.

Computed properties:
Total energy: -75885.9352 eV
Highest occupied orbital energy: -12.0 eV
Relative energy (zero: lowest compared OMol25 entry of this formula, charge and spin): 16.4 kcal/mol
Charge: +1
LUMO: -2.508 eV

Cartesian coordinates (Å):
Sc  -0.0633  -0.6108  0.6216
C  4.0315  0.4539  -1.2806
C  2.5529  0.5608  -1.5913
O  2.2583  1.1838  -2.8203
P  1.6306  1.5058  -0.3349
O  0.2455  1.8234  -1.0516
O  2.3799  2.8545  -0.0778
O  1.4383  0.6670  0.8903
P  1.7104  -1.1102  -1.5776
O  2.1953  -1.7756  -0.1507
O  2.0724  -1.9319  -2.7333
O  0.2236  -0.8875  -1.2582
H  4.5160  1.4094  -1.4816
H  4.4898  -0.3204  -1.8993
H  4.1585  0.2066  -0.2248
H  2.6097  0.6358  -3.5395
H  0.3922  2.1629  -1.9458
H  1.9275  3.3509  0.6174
H  3.0366  -2.2393  -0.2172
N  -0.9228  -5.2561  -0.0594
C  -0.9104  -3.7866  0.0027
C  0.0249  -3.4863  1.2400
O  0.5118  -4.5026  1.7343
O  0.1621  -2.2940  1.5879
H  -1.8263  -5.6715  0.1681
H  -0.1868  -5.4177  0.7873
H  -0.5825  -5.6491  -0.9360
H  -1.8911  -3.3466  0.1975
H  -0.4799  -3.3318  -0.8973
C  -2.4363  4.4929  1.3590
N  -2.4552  3.0459  1.3067
C  -3.6062  2.3578  1.1666
C  -3.6435  1.0147  0.9530
C  -2.3893  0.3385  0.9209
O  -2.1842  -0.8921  0.6607
N  -1.2638  1.0419  1.1774
C  -1.2235  2.3893  1.2778
O  -0.1705  3.0104  1.3090
H  -3.3623  4.8699  1.7862
H  -2.3075  4.8885  0.3500
H  -1.5898  4.8192  1.9637
H  -4.5099  2.9475  1.2051
H  -4.5626  0.4788  0.7943

=====

This record from the Open Molecules 2025 dataset describes the molecule C9H17N5OS at a distorted geometry. The level of theory is wB97M-V/def2-TZVPD.

Computed properties:
Total energy: -29940.3810 eV
Highest occupied orbital energy: -8.9 eV
Relative energy (zero: lowest compared OMol25 entry of this formula, charge and spin): 0.0 kcal/mol
SMILES: COCCn1nnnc1CN1CCSCC1
Charge: 0
LUMO: 0.612 eV

Cartesian coordinates (Å):
C  -3.6848  -2.5471  -0.7445
O  -2.8013  -2.1928  0.3039
C  -2.6598  -0.8047  0.4574
C  -1.6478  -0.2246  -0.5368
N  -1.4769  1.1953  -0.3303
N  -2.3069  2.0764  -0.9114
N  -1.9337  3.2441  -0.4967
N  -0.8801  3.1545  0.3344
C  -0.6049  1.8822  0.4404
C  0.4851  1.2720  1.2631
N  1.4017  0.4621  0.4455
C  2.2327  -0.3766  1.3040
C  3.0332  -1.3872  0.4683
S  4.1986  -0.5818  -0.6611
C  2.9954  0.5065  -1.4426
C  2.2085  1.3209  -0.4255
H  -4.6573  -2.1238  -0.5816
H  -3.2848  -2.2681  -1.7280
H  -3.7772  -3.6409  -0.7396
H  -3.6233  -0.2588  0.3309
H  -2.2968  -0.6376  1.4817
H  -2.0104  -0.3597  -1.5810
H  -0.6748  -0.6805  -0.4253
H  0.9636  2.0685  1.7578
H  0.0124  0.6073  2.0044
H  2.9432  0.2112  1.9336
H  1.5773  -0.9373  1.9874
H  3.6454  -1.9807  1.1346
H  2.3369  -2.0180  -0.0975
H  2.3216  -0.0700  -2.0687
H  3.5500  1.1824  -2.1046
H  2.9121  1.9371  0.1763
H  1.5031  1.9698  -0.9486

=====

This record from the Open Molecules 2025 dataset describes a cluster of 2 separate species, C9H17NS in total at a distorted geometry. The level of theory is wB97M-V/def2-TZVPD.

Computed properties:
Total energy: -21929.7823 eV
Highest occupied orbital energy (spin up / spin down): -7.7 / -7.7 eV
Relative energy (zero: lowest compared OMol25 entry of this formula, charge and spin): 96.9 kcal/mol
SMILES: C/C=[N+](/C)[S-].C#CC(C)(C)C
Charge: 0
LUMO (spin up / spin down): 0.323 / 0.322 eV

Cartesian coordinates (Å):
C  3.0913  2.4093  0.5897
C  3.2954  0.9989  0.6783
N  2.7658  0.0638  -0.0675
C  2.9365  -1.3155  0.3793
S  2.2008  0.4004  -1.5584
H  3.3927  2.7002  -0.4211
H  3.5563  2.8860  1.4785
H  1.9385  2.6546  0.6404
H  3.6391  0.6389  1.6655
H  3.9422  -1.4631  0.7400
H  2.1691  -1.5328  1.1023
H  2.6655  -1.9743  -0.5523
C  -0.7577  -0.8083  1.6574
C  -1.2893  -0.2137  0.7928
C  -2.0168  0.3104  -0.2501
C  -1.6339  1.7732  -0.4619
C  -3.4711  0.3450  0.2383
C  -1.6913  -0.4383  -1.6275
H  -0.5948  -1.0514  2.6725
H  -1.8230  2.3311  0.4737
H  -0.5615  1.8024  -0.6883
H  -2.2300  2.1759  -1.2858
H  -3.9574  1.3419  0.2323
H  -3.5557  -0.0964  1.2400
H  -4.0884  -0.2415  -0.4921
H  -2.4347  -0.0695  -2.3008
H  -1.6586  -1.4988  -1.5113
H  -0.7782  -0.1172  -1.9822